(1)
2 unconnected molecules or ions with the total composition C57H71N5O2S. Source: the Open Molecules 2025 dataset; level of theory: wB97M-V/def2-TZVPD.

## Properties
E_LUMO   -0.044 hartree
DFT total energy   -82640.5763 eV
SMILES   CC(C)(C)c1cccc(C(C)(C)C)c1N1C=CN(c2c(C(C)(C)C)cccc2C(C)(C)C)C1=Cc1ccccc1.CN1C(=O)C(=Cc2cc3c4c(c2)CCCN4CCC3)C(=O)N(C)C1=S
Strongest force on any atom   2.28 eV/Å
ΔE to the lowest compared entry with this formula, charge and spin   1.3842 eV
M   890.3 u
Net charge   0
Kohn-Sham gap   4.8 eV

Last column: Löwdin charge in e.
Cartesian coordinates (Å):
C: 1.91066 7.13724 -0.45064  -0.08
N: 1.88720 5.74492 -0.91424  -0.06
C: 3.10449 5.25968 -1.35280  -0.71
S: 4.55786 6.02063 -0.99711  0.70
N: 2.97076 4.12591 -2.14630  -0.05
C: 4.19824 3.57828 -2.72715  -0.07
C: 1.95369 3.17931 -1.88591  -0.34
O: 2.17847 2.00509 -2.22345  0.02
C: 0.67931 3.64813 -1.36774  -0.05
C: -0.42911 2.79385 -1.27718  0.11
C: -1.78551 3.19853 -1.58865  -0.18
C: -2.03933 4.30572 -2.44626  0.02
C: -3.25319 4.97201 -2.45040  -0.13
C: -4.38199 4.40268 -1.79055  -0.08
N: -5.57635 5.06889 -1.74189  -0.07
C: -5.81897 6.26394 -2.52572  -0.17
C: -4.58363 7.12965 -2.67865  -0.16
C: -3.35024 6.32107 -3.09693  -0.13
C: -6.80227 4.40356 -1.35533  -0.17
C: -6.58799 3.35532 -0.28177  -0.17
C: -5.43224 2.41727 -0.64354  -0.14
C: -4.22284 3.12522 -1.17455  -0.14
C: -2.95353 2.56782 -1.06012  0.04
C: 0.63796 5.09519 -1.11121  -0.33
O: -0.38982 5.77471 -1.02256  0.05
H: 0.92056 7.43268 -0.11343  0.08
H: 2.64984 7.21233 0.35265  0.05
H: 2.26057 7.78669 -1.26416  0.09
H: 3.95017 2.95304 -3.58509  0.09
H: 4.82722 4.41916 -3.01729  0.05
H: 4.73847 2.98503 -1.98101  0.10
H: -0.27106 1.77438 -0.91670  0.12
H: -1.23793 4.68124 -3.08626  0.14
H: -6.20753 5.98204 -3.52049  0.13
H: -6.62360 6.82263 -2.03049  0.12
H: -4.80066 7.89785 -3.42610  0.11
H: -4.38204 7.64452 -1.73175  0.12
H: -2.45367 6.89745 -2.83152  0.12
H: -3.33041 6.21624 -4.19406  0.13
H: -7.50535 5.16839 -1.00506  0.12
H: -7.26947 3.93334 -2.23896  0.14
H: -6.38898 3.84520 0.67877  0.12
H: -7.51341 2.78280 -0.16572  0.12
H: -5.15780 1.82543 0.23632  0.12
H: -5.79576 1.70192 -1.40129  0.13
H: -2.83987 1.63691 -0.49505  0.11
C: 0.37096 -3.26790 4.32864  -0.05
C: -0.19474 -1.87263 4.55946  -0.53
C: -1.66699 -1.87711 4.13062  -0.04
C: -0.10156 -1.62163 6.06855  -0.05
C: 0.52332 -0.71082 3.82352  -0.11
C: -0.04173 0.56598 3.95241  -0.05
C: 0.39629 1.61870 3.15330  -0.06
C: 1.58148 1.49596 2.42387  -0.03
C: 2.35735 0.34727 2.56533  -0.07
C: 3.88681 0.42473 2.34942  -0.53
C: 4.31821 -0.13618 1.00149  -0.04
C: 4.58428 -0.31335 3.49414  -0.04
C: 4.37962 1.87825 2.36283  -0.06
C: 1.65112 -0.83200 2.98485  -0.09
N: 1.80085 -2.02584 2.21530  0.03
C: 0.85890 -2.35524 1.24460  -0.22
C: -0.28978 -1.61562 0.99490  -0.06
C: -1.37555 -2.19144 0.23879  -0.24
C: -1.72966 -3.55178 0.43148  -0.05
C: -2.53299 -4.19336 -0.50369  -0.08
C: -3.08661 -3.45157 -1.56078  -0.11
C: -2.90561 -2.06287 -1.63918  -0.10
C: -2.09232 -1.41898 -0.70711  -0.05
N: 1.45739 -3.28446 0.41755  0.05
C: 1.00118 -3.78514 -0.85044  -0.07
C: 0.74312 -2.92161 -1.95677  -0.06
C: 1.35683 -1.51584 -2.22427  -0.49
C: 0.50320 -0.73230 -3.23576  -0.05
C: 2.76561 -1.71412 -2.80278  -0.02
C: 1.49823 -0.62045 -1.02166  -0.06
C: 0.03779 -3.46159 -3.04267  -0.04
C: 0.10590 -4.82332 -3.30900  -0.05
C: 0.68542 -5.64327 -2.35791  -0.06
C: 0.90919 -5.18181 -1.05000  -0.09
C: 0.98332 -6.34747 -0.02577  -0.53
C: -0.19310 -7.30442 -0.30597  -0.05
C: 0.88309 -6.02065 1.45323  -0.06
C: 2.27721 -7.13080 -0.27222  -0.04
C: 2.71643 -3.58820 0.94074  -0.06
C: 2.91152 -2.84161 2.03946  -0.07
H: 1.40495 -3.35783 4.67813  0.09
H: -0.23711 -3.98802 4.89938  0.09
H: 0.30382 -3.56371 3.27851  0.06
H: -2.18183 -0.97201 4.47242  0.08
H: -1.74576 -1.92626 3.03693  0.07
H: -2.18224 -2.75089 4.55077  0.09
H: -0.51935 -0.65081 6.35037  0.08
H: -0.64067 -2.40953 6.61065  0.09
H: 0.94768 -1.64873 6.38690  0.09
H: -0.88863 0.72077 4.62702  0.11
H: -0.16099 2.55450 3.12739  0.11
H: 1.94045 2.33392 1.81865  0.11
H: 3.79823 0.37462 0.18430  0.08
H: 5.39937 0.01923 0.87051  0.09
H: 4.13020 -1.20727 0.92126  0.06
H: 4.48841 0.27192 4.41588  0.10
H: 4.14606 -1.29357 3.68722  0.05
H: 5.64736 -0.44493 3.26422  0.09
H: 3.99757 2.44367 3.21698  0.09
H: 5.47181 1.87291 2.43101  0.09
H: 4.11244 2.40738 1.44302  0.08
H: -0.37465 -0.61513 1.41425  0.12
H: -1.37686 -4.04347 1.34545  0.10
H: -2.73802 -5.26538 -0.41574  0.09
H: -3.67300 -3.96126 -2.32794  0.10
H: -3.40295 -1.48869 -2.42946  0.10
H: -1.98424 -0.33078 -0.68966  0.08
H: -0.54935 -0.73028 -2.92249  0.08
H: 0.84278 0.31141 -3.27845  0.07
H: 0.58757 -1.15532 -4.24509  0.08
H: 3.40430 -2.24575 -2.08493  0.09
H: 2.72561 -2.30027 -3.72991  0.09
H: 3.22607 -0.74148 -3.02482  0.09
H: 2.08592 -1.06330 -0.21976  0.07
H: 2.02578 0.27870 -1.34926  0.05
H: 0.52882 -0.29432 -0.63296  0.06
H: -0.51544 -2.82949 -3.73810  0.11
H: -0.28771 -5.23271 -4.24027  0.11
H: 0.85752 -6.69313 -2.60777  0.10
H: -0.09668 -7.81211 -1.27129  0.08
H: -0.23057 -8.07862 0.47027  0.09
H: -1.14477 -6.75874 -0.29567  0.07
H: 1.75121 -5.48722 1.84247  0.06
H: -0.04147 -5.48633 1.69335  0.07
H: 0.84690 -6.98118 1.98985  0.09
H: 3.16047 -6.50339 -0.10543  0.08
H: 2.32549 -7.98648 0.41444  0.09
H: 2.32322 -7.51367 -1.29781  0.08
H: 3.35721 -4.33485 0.49690  0.12
H: 3.76009 -2.85147 2.70715  0.12

Force components x, y, z for each atom (eV/Å):
0.03 0.06 0.23
0.29 0.07 -0.04
-0.42 -0.02 -0.09
-0.78 -0.60 -0.40
0.59 -0.03 0.86
0.15 -0.03 -0.02
0.60 -2.09 -0.35
-0.44 1.88 0.24
0.20 0.50 -0.40
-0.67 0.67 -0.32
-0.13 -0.07 -0.08
-0.12 0.23 0.58
-0.05 -0.54 0.15
0.68 -0.07 0.02
0.08 0.00 0.11
0.01 0.05 -0.38
0.11 0.00 0.19
0.11 0.44 -0.65
-0.27 -0.37 -0.04
0.20 0.02 0.21
-0.45 -0.49 0.09
0.59 0.08 -0.09
0.13 0.33 0.19
-1.47 1.27 -0.48
1.33 -0.67 0.37
0.07 -0.16 -0.10
-0.32 0.05 -0.09
-0.21 -0.13 0.18
-0.05 0.10 0.20
-0.12 -0.18 -0.04
-0.06 0.02 -0.19
0.15 0.04 -0.45
-0.14 0.04 0.43
0.08 -0.01 0.10
0.20 -0.06 -0.08
0.10 -0.01 0.12
-0.04 -0.13 -0.10
-0.16 -0.16 -0.10
-0.06 -0.01 0.22
0.13 -0.11 -0.03
0.09 0.07 0.07
0.04 -0.01 -0.15
0.13 0.06 0.04
-0.04 0.00 -0.16
0.14 0.15 0.17
-0.08 0.32 -0.11
-0.09 -0.41 -0.18
-0.08 0.22 -0.24
-0.28 -0.07 -0.14
0.15 0.16 0.16
0.34 -0.28 -0.28
0.06 0.63 0.03
-0.48 -0.32 0.12
0.37 -0.04 0.71
-0.23 0.29 -0.45
-0.36 -0.05 -0.66
0.34 -0.28 -0.39
-0.06 0.03 0.27
-0.03 0.12 0.16
-0.83 0.62 0.25
0.79 -0.60 0.35
-1.10 1.89 -0.64
0.15 -1.15 1.11
-0.41 0.22 -0.12
-0.05 0.45 -0.32
-0.19 0.34 -0.17
0.10 -0.14 -0.15
-0.13 -0.09 0.39
-0.05 -0.64 0.06
0.21 -0.67 0.04
0.17 -0.32 -0.74
-0.05 0.28 -0.11
-0.66 0.02 0.32
0.02 0.12 -0.23
0.06 -0.39 -0.17
0.34 0.87 0.27
0.13 -0.30 -0.14
0.01 0.08 0.36
-0.34 -0.13 -0.21
0.06 -0.16 0.00
0.13 -0.10 -0.40
-0.26 -0.16 -0.05
0.07 -0.08 0.50
0.24 -0.11 0.08
0.20 -0.02 0.32
0.44 -0.39 -0.30
-0.05 0.01 -0.16
0.20 0.23 -0.06
0.07 -0.04 0.25
0.02 -0.21 -0.06
-0.02 -0.02 0.26
0.06 0.18 0.00
0.03 -0.12 0.02
0.05 0.18 -0.11
-0.15 0.04 0.02
0.28 -0.05 -0.34
0.10 -0.20 0.01
0.05 -0.20 0.51
0.10 -0.09 0.11
-0.20 -0.01 0.01
0.02 0.16 -0.13
0.07 -0.14 -0.05
0.12 0.20 0.04
-0.12 0.07 0.06
-0.01 -0.06 -0.05
-0.08 -0.01 -0.06
0.01 -0.02 0.10
0.04 -0.28 0.02
0.01 0.08 -0.59
-0.04 0.45 -0.03
0.10 0.15 0.26
0.16 -0.23 0.32
0.19 -0.37 -0.26
0.18 -0.02 -0.14
0.03 -0.29 0.04
-0.12 0.15 0.17
-0.06 0.09 -0.12
0.06 0.05 0.15
-0.17 -0.17 0.09
-0.13 0.03 -0.11
-0.12 -0.36 0.18
0.30 -0.16 -0.12
0.60 -0.07 0.14
0.15 0.11 0.23
-0.27 0.38 0.21
-0.10 0.11 0.23
0.01 0.12 -0.11
0.19 -0.15 -0.01
-0.24 0.06 0.00
0.26 0.02 -0.01
-0.02 0.26 -0.07
-0.09 -0.13 0.00
0.04 0.13 -0.13
0.04 0.07 0.19
-0.16 0.10 0.03
-0.25 0.04 -0.18

***

(2)
A molecular structure, C32H24N5O6SSiV. Source: the Open Molecules 2025 dataset; level of theory: wB97M-V/def2-TZVPD.

## Properties
Spin multiplicity   4
E_LUMO (spin up / spin down)   0.071 / 0.074 hartree
DFT total energy   -97715.5578 eV
Strongest force on any atom   3.18 eV/Å
ΔE to the lowest compared entry with this formula, charge and spin   0.6829 eV
M   685.7 u
Net charge   -1
Kohn-Sham gap (spin up / spin down)   4.8 / 6.7 eV

Last column: Löwdin spin population.
Cartesian coordinates (Å):
V: -0.70915 0.48475 0.31055  1.93
O: -5.25740 -1.53407 -3.02656  0.01
C: -4.21900 -1.01732 -2.32729  0.03
C: -2.96115 -0.82889 -2.89729  -0.01
C: -1.94475 -0.36429 -2.09118  0.03
N: -2.15595 -0.07187 -0.80818  -0.01
C: -3.37174 -0.19576 -0.26867  0.03
C: -4.43704 -0.67827 -0.99176  -0.01
C: -3.33660 0.23348 1.18523  0.01
O: -4.33488 0.24373 1.88235  0.03
O: -2.14107 0.57612 1.52121  0.01
C: -0.49035 -0.12266 -2.44648  0.01
O: -0.07023 -0.21143 -3.58658  0.02
O: 0.18646 0.17486 -1.38818  0.01
H: -4.95377 -1.78958 -3.90387  0.00
H: -2.75735 -1.07410 -3.93196  0.00
H: -5.40233 -0.81370 -0.52577  0.00
S: 2.49098 6.93801 2.71215  0.01
N: 1.68479 6.64964 1.32485  0.01
C: 1.33628 5.37745 1.33642  0.00
C: 0.57948 4.69500 0.32068  0.05
C: 0.12689 5.29414 -0.84288  0.03
C: -0.63804 4.55411 -1.73852  0.08
C: -0.95256 3.23868 -1.41564  0.01
N: -0.52092 2.63522 -0.32261  0.10
C: 0.27484 3.32171 0.54881  0.10
C: 0.74604 2.61491 1.67922  0.13
N: 0.47146 1.26424 1.74628  0.14
C: 0.88780 0.61347 2.84098  0.04
C: 1.55348 1.20575 3.89098  0.08
C: 1.86414 2.56914 3.82310  0.08
C: 1.47362 3.27739 2.70549  0.03
C: 1.76107 4.68165 2.51798  0.00
N: 2.41755 5.44655 3.36573  0.00
H: 0.37400 6.33102 -1.03028  0.00
H: -0.99973 4.98223 -2.66224  0.01
H: -1.59188 2.65218 -2.06894  0.00
H: 0.67459 -0.44662 2.88124  0.00
H: 1.83668 0.60537 4.74344  0.00
H: 2.40419 3.07376 4.61267  0.00
C: 4.10260 -3.34609 1.26249  0.00
C: 3.65177 -2.79482 0.07107  0.00
C: 2.33662 -2.37045 -0.04321  0.00
C: 1.42710 -2.50377 1.00958  0.00
C: 1.91093 -3.03993 2.20436  0.00
C: 3.22844 -3.45747 2.33360  0.00
Si: -0.38187 -1.90043 0.84384  0.01
C: -1.19099 -3.03859 -0.48048  0.00
C: -2.42728 -3.64960 -0.24948  0.00
C: -3.04854 -4.42624 -1.21760  0.00
C: -2.45305 -4.60463 -2.45908  0.00
C: -1.24369 -3.97893 -2.72638  0.00
C: -0.62565 -3.21280 -1.74841  0.00
H: 5.12844 -3.68147 1.35678  0.00
H: 4.33196 -2.67696 -0.76468  0.00
H: 2.01121 -1.91561 -0.97278  0.00
H: 1.23997 -3.13952 3.05128  0.00
H: 3.57560 -3.86659 3.27561  0.00
H: -1.00520 -2.45747 2.10038  0.00
H: -2.91379 -3.51181 0.71083  0.00
H: -3.99899 -4.90244 -1.00469  0.00
H: -2.92350 -5.23103 -3.20809  0.00
H: -0.77785 -4.08412 -3.69947  0.00
H: 0.31724 -2.73639 -1.98774  0.00
C: 3.63209 1.04602 -1.02829  0.00
O: 2.64993 1.01875 -0.01409  0.01
H: 3.68841 0.08968 -1.55903  0.00
H: 4.59152 1.24141 -0.54885  0.00
H: 3.44263 1.83860 -1.76243  0.00
H: 1.82542 0.70667 -0.41949  0.00

Force components x, y, z for each atom (eV/Å):
2.50 1.70 0.96
-0.05 0.05 0.00
0.18 0.01 0.10
0.02 -0.06 -0.05
-0.04 0.12 0.15
-2.22 -0.50 -1.61
0.03 -0.05 -0.11
-0.04 -0.01 0.03
-0.56 0.05 0.30
0.04 -0.07 -0.22
-1.50 -0.02 0.98
0.18 -0.13 -0.55
-0.21 -0.04 0.09
0.49 -0.42 -0.81
0.02 -0.02 -0.01
0.05 0.00 -0.01
-0.01 0.03 0.02
-0.14 -0.32 -0.14
0.08 0.06 0.11
0.23 0.17 0.34
-0.37 -0.14 -0.63
0.24 -0.06 0.45
-0.25 -0.30 -0.18
0.06 0.40 -0.21
-0.03 -0.60 0.41
0.02 0.26 0.25
0.06 0.40 -0.04
0.41 0.48 0.26
0.24 -0.08 0.56
-0.14 -0.32 -0.15
-0.01 0.35 -0.32
0.01 -0.59 0.30
0.01 0.27 -0.10
0.05 0.22 -0.02
-0.01 0.01 -0.01
-0.03 0.01 0.02
0.06 -0.03 -0.03
-0.06 0.02 -0.04
0.01 -0.01 -0.02
0.01 0.00 0.01
0.01 -0.01 0.00
0.02 0.03 0.00
-0.02 0.01 -0.03
-0.19 0.05 -0.03
-0.03 -0.04 0.00
0.07 0.02 0.05
0.19 -0.93 0.09
0.19 0.10 0.10
-0.01 0.07 0.02
-0.07 -0.05 -0.03
-0.01 0.03 -0.03
0.04 -0.04 -0.03
0.00 -0.05 0.03
0.01 0.02 0.01
-0.01 -0.02 -0.01
0.05 0.04 0.00
-0.02 -0.03 -0.01
0.00 -0.02 -0.01
0.04 0.06 -0.01
0.01 -0.05 0.02
0.00 0.02 0.03
-0.03 0.03 -0.01
0.01 -0.02 0.01
0.02 -0.02 -0.02
-0.09 0.00 -0.01
0.06 0.00 -0.16
0.07 0.01 -0.01
0.01 -0.03 -0.01
0.00 -0.03 0.01
0.29 0.04 -0.05